This record from OMol25 describes an isolated molecule of C17H8ClN3O4 in a non-equilibrium geometry. The level of theory is ωB97M-V/def2-TZVPD.

Structure (ORCA input):
```
! RIJCOSX wB97M-V def2-TZVPD def2/J DEFGRID3
* xyz 0 1
O -0.5483 0.6664 -2.4539
C -0.2590 0.2850 -1.3272
C -1.3556 -0.2245 -0.5144
C -2.6539 -0.4358 -1.0134
C -3.5847 -0.9761 -0.2979
C -3.4667 -1.3477 0.9860
C -2.2159 -1.1483 1.6039
C -1.9276 -1.5670 2.9243
N -2.8603 -2.1442 3.7960
O -2.7199 -1.9409 4.9965
O -3.6833 -2.8951 3.3537
C -0.6317 -1.3167 3.4226
C 0.3651 -0.6586 2.7127
C 0.0997 -0.2498 1.3983
C -1.1838 -0.4901 0.8245
C 1.2088 0.2929 0.4916
O 2.3826 0.5341 0.9183
N 1.0180 0.4232 -0.9071
C 1.9742 0.9343 -1.7224
C 2.1740 2.3309 -1.9042
C 3.1929 2.8359 -2.6726
C 4.0092 1.9102 -3.3269
Cl 5.4592 2.4992 -4.1833
C 3.7872 0.5818 -3.1153
N 2.8076 0.1481 -2.4056
H -2.9505 -0.2308 -2.0478
H -4.5273 -1.0553 -0.8754
H -4.3148 -1.7962 1.4503
H -0.3862 -1.5763 4.4251
H 1.3730 -0.3787 3.1795
H 1.6611 3.1318 -1.3776
H 3.3375 3.9323 -2.6571
H 4.4193 -0.0740 -3.6812
*
```

Orbital gap: 7.34 eV
LUMO: -2.0 eV
SMILES string: O=C1c2cccc3c([N+](=O)[O-])ccc(c23)C(=O)N1c1ccc(Cl)cn1

***

This record from OMol25 describes a cluster of 9 separate species, C8H30NO15S in total in a non-equilibrium geometry. The level of theory is ωB97M-V/def2-TZVPD.

Structure (ORCA input):
```
! RIJCOSX wB97M-V def2-TZVPD def2/J DEFGRID3
* xyz -3 1
S -3.5095 2.2987 1.7671
O -2.2233 2.9796 2.0504
O -3.3507 1.3845 0.5655
O -3.8510 1.4352 2.9221
O -4.5597 3.2899 1.4531
O -0.9195 1.4996 -0.7521
C -1.0535 1.7051 -2.0984
O -2.1883 1.6192 -2.6203
O 0.0086 1.8650 -2.7833
H -1.8835 1.3709 -0.4346
C 1.2629 -0.7897 5.3693
O 1.5035 -0.6421 4.0045
C 0.3313 -0.8921 3.1948
C 0.5704 -0.2418 1.8556
N 1.6290 -0.9770 1.1854
C 1.9528 -0.4167 -0.1271
C 3.1560 -1.0132 -0.7963
O 2.7972 -2.2534 -1.4109
C 3.9178 -2.9773 -1.8187
H 2.2072 -0.7360 5.9105
H 0.8217 -1.7713 5.6094
H 0.5384 -0.0441 5.7175
H -0.5291 -0.4430 3.7004
H 0.2554 -1.9827 3.1316
H 0.8238 0.8069 2.0740
H -0.3234 -0.1799 1.2322
H 2.4672 -1.0459 1.7479
H 2.1513 0.6605 0.0129
H 1.0609 -0.4646 -0.7546
H 4.0037 -1.1823 -0.1143
H 3.5208 -0.3820 -1.6189
H 4.5949 -3.2384 -0.9881
H 4.4420 -2.4097 -2.5986
H 3.5943 -3.9581 -2.1745
C -2.5882 -2.0073 1.1304
O -2.5809 -1.1561 0.0326
H -2.1246 -1.5417 2.0152
H -3.5577 -2.3399 1.5316
H -1.9304 -2.8625 0.9326
H -2.8563 -0.2671 0.3847
O 2.9618 2.5015 -2.7922
H 2.8171 1.5508 -2.8298
H 3.0776 2.6912 -1.8576
O 0.1745 -0.5757 -4.2206
H 0.0309 0.2698 -3.7295
H -0.4932 -1.1620 -3.8545
O -1.2313 2.6322 -5.4224
H -1.9915 2.6475 -6.0098
H -1.5035 2.0777 -4.6581
O -4.8591 -1.0387 -1.7057
H -4.0392 -1.0817 -1.1663
H -5.1011 -1.9601 -1.8348
O 0.7944 3.2034 0.8200
H 1.6189 2.9964 0.3714
H 0.1621 2.5487 0.4488
*
```

Orbital gap: 4.25 eV
Relative energy (zero: lowest compared OMol25 entry of this formula, charge and spin): 0.0 kcal/mol
LUMO: 5.9 eV

***

This record from OMol25 describes an isolated molecule of C8H14 in a non-equilibrium geometry. The level of theory is ωB97M-V/def2-TZVPD.

Structure (ORCA input):
```
! RIJCOSX wB97M-V def2-TZVPD def2/J DEFGRID3
* xyz 0 1
C 2.7454 -2.6036 -1.1033
C 1.6492 -1.4788 -0.6487
C 0.7126 -1.1552 -1.5853
C -0.1683 -0.0692 -1.3933
C -0.6156 0.1507 -0.1346
C -1.4566 1.3429 0.1501
C -1.1363 2.2055 1.3683
C -1.6469 1.4662 2.6166
H 2.7475 -3.3403 -0.3584
H 3.8114 -2.4284 -1.1203
H 2.4226 -3.1195 -1.9089
H 1.6221 -1.2338 0.3734
H 0.7253 -1.6188 -2.6239
H -0.6766 0.4021 -2.1415
H -0.4672 -0.5263 0.8304
H -2.5805 1.1554 0.1652
H -1.4309 2.2210 -0.6455
H -1.6294 3.2114 1.4028
H -0.0718 2.2519 1.4463
H -1.6219 0.3995 2.5050
H -0.8534 1.5184 3.3665
H -2.4984 1.9575 3.0900
*
```

Orbital gap: 8.99 eV
Relative energy (zero: lowest compared OMol25 entry of this formula, charge and spin): 77.0 kcal/mol
LUMO: 0.9 eV
SMILES string: C/C=C/C=C/CCC

***

This record from OMol25 describes a structure of composition C29H24BrN3O6PV in a non-equilibrium geometry. The level of theory is ωB97M-V/def2-TZVPD.

Structure (ORCA input):
```
! RIJCOSX wB97M-V def2-TZVPD def2/J DEFGRID3
* xyz -1 2
V -1.6558 -0.1625 -0.9884
C 3.6169 -0.1127 -2.2898
O 2.9943 1.1863 -2.3380
C 1.7979 1.2241 -1.7135
O 1.2947 0.2853 -1.1570
N 1.2689 2.4780 -1.7950
N -0.0036 2.6934 -1.2874
H 4.6442 0.0424 -2.6029
H 3.1085 -0.8009 -2.9624
H 3.5796 -0.5165 -1.2831
H 1.7480 3.1615 -2.3492
H -0.6525 2.9994 -1.9941
H -0.0117 3.3432 -0.5165
O -2.4866 3.3474 0.3811
C -2.2386 2.2300 0.7858
O -2.2015 1.1559 0.0711
C -1.8605 1.9795 2.2334
C -2.2267 2.9604 3.1562
C -1.8914 2.8445 4.4955
C -1.1566 1.7490 4.9288
C -0.7614 0.7898 4.0181
C -1.1027 0.8777 2.6601
P -0.4230 -0.4192 1.5067
C -1.2572 -1.9284 2.1383
C -2.5619 -1.8533 2.6358
C -3.2627 -3.0079 2.9618
C -2.6774 -4.2556 2.7894
C -1.3972 -4.3438 2.2597
C -0.6999 -3.1919 1.9220
C 1.2989 -0.4365 2.1616
C 2.0160 0.7455 1.9386
C 3.3619 0.8382 2.2544
C 4.0287 -0.2584 2.8002
C 3.3292 -1.4288 3.0348
C 1.9728 -1.5185 2.7137
H -2.7869 3.8081 2.7815
H -2.1992 3.6076 5.2028
H -0.8837 1.6493 5.9739
H -0.1655 -0.0503 4.3583
H -3.0396 -0.8891 2.7530
H -4.2761 -2.9297 3.3391
H -3.2268 -5.1554 3.0387
H -0.9463 -5.3137 2.0851
H 0.2695 -3.2829 1.4480
H 1.5037 1.5996 1.5077
H 3.8987 1.7583 2.0587
H 5.0847 -0.1957 3.0356
H 3.8369 -2.2890 3.4568
H 1.4460 -2.4415 2.9165
Br 0.1690 2.2098 -7.9713
C 0.0703 1.0396 -6.4792
C -0.5087 1.4863 -5.3099
C -0.5802 0.6160 -4.2252
C -0.0672 -0.6650 -4.3033
C 0.4988 -1.0894 -5.4894
C 0.5671 -0.2442 -6.5919
C -0.0465 -1.6032 -3.1188
O 0.6406 -2.6028 -3.1385
O -0.7731 -1.2048 -2.1173
H -0.8977 2.4930 -5.2451
H -1.0580 0.9490 -3.3185
H 0.8913 -2.0982 -5.5325
H 1.0044 -0.5778 -7.5213
N -4.4948 -0.7506 -2.3398
C -3.4627 -0.5298 -1.8233
*
```

Orbital gap (alpha / beta): 5.28 / 5.02 eV
Relative energy (zero: lowest compared OMol25 entry of this formula, charge and spin): 61.3 kcal/mol
LUMO (alpha / beta): 2.4 / 2.4 eV

***

This record from OMol25 describes an isolated molecule of C23H20N2O3S in a non-equilibrium geometry. The level of theory is ωB97M-V/def2-TZVPD.

Structure (ORCA input):
```
! RIJCOSX wB97M-V def2-TZVPD def2/J DEFGRID3
* xyz 0 1
C 2.3326 2.9997 1.7658
O 2.0001 1.7110 1.3108
C 2.9064 1.0326 0.5520
C 4.1591 1.5022 0.1863
C 5.0034 0.7211 -0.5866
C 4.6261 -0.5383 -1.0222
C 5.5332 -1.3887 -1.8569
C 3.3662 -1.0067 -0.6673
C 2.5177 -0.2420 0.1088
N 1.2344 -0.7392 0.4776
C 1.1290 -1.9966 1.0323
O 2.0891 -2.6200 1.4114
C -0.2917 -2.5535 1.0853
O -0.8972 -2.3605 -0.1746
C -2.2020 -1.9581 -0.2456
C -3.1364 -2.1080 0.7704
C -4.4251 -1.6340 0.5916
C -4.7968 -1.0216 -0.5905
C -3.8724 -0.8994 -1.6153
C -2.5854 -1.3662 -1.4488
C 0.1616 0.0953 0.2825
N -0.8437 0.2153 1.0620
C -1.7673 1.0943 0.5776
C -2.9760 1.4163 1.1836
C -3.8140 2.3155 0.5586
C -3.4644 2.8999 -0.6553
C -2.2651 2.5981 -1.2720
C -1.4223 1.6932 -0.6530
S 0.1223 1.0958 -1.1855
H 3.2107 2.9802 2.4186
H 2.5106 3.6850 0.9309
H 1.4677 3.3396 2.3334
H 4.4931 2.4755 0.5083
H 5.9761 1.1100 -0.8497
H 6.4811 -0.8883 -2.0351
H 5.0691 -1.6093 -2.8171
H 5.7258 -2.3357 -1.3555
H 3.0421 -1.9836 -0.9907
H -0.8308 -2.0300 1.8813
H -0.2260 -3.6226 1.3212
H -2.8731 -2.5927 1.6981
H -5.1438 -1.7491 1.3897
H -5.8008 -0.6465 -0.7166
H -4.1527 -0.4288 -2.5458
H -1.8505 -1.2730 -2.2337
H -3.2372 0.9547 2.1218
H -4.7581 2.5699 1.0161
H -4.1400 3.5990 -1.1246
H -1.9913 3.0474 -2.2137
*
```

Orbital gap: 8.80 eV
Relative energy (zero: lowest compared OMol25 entry of this formula, charge and spin): 7.4 kcal/mol
LUMO: 0.6 eV
SMILES string: COc1ccc(C)cc1N(C(=O)COc1ccccc1)c1nc2ccccc2s1

***

Question: Which formula does entry 1 have?
Answer: C17H8ClN3O4